(1)
Density functional theory data (wB97M-V/def2-TZVPD) for a structure of composition C36H30N4O6P2Rb.

Properties
E, Ha: -2767.31881
Highest occupied orbital energy, eV: -5.52
Total charge: -1

Each line ends with the Löwdin charge.
Geometry (Å):
Rb (-0.2772, -0.4589, 0.1350)  1.08
O (2.8736, 0.4065, 3.6094)  0.11
C (1.9970, 0.4184, 2.5907)  -0.51
O (1.9944, -0.4121, 1.7190)  -0.04
C (1.1444, 1.6548, 2.5629)  -0.21
C (1.1486, 2.6009, 3.5743)  0.01
C (0.2991, 3.6898, 3.4375)  -0.05
C (-0.5175, 3.7853, 2.3220)  0.01
C (-0.4442, 2.7894, 1.3544)  -0.18
N (0.3846, 1.7576, 1.4796)  0.08
C (-1.3525, 2.8017, 0.1082)  -0.66
O (-2.1312, 3.7571, 0.0061)  -0.01
O (-1.1907, 1.8172, -0.6592)  -0.27
H (3.2813, -0.4704, 3.5862)  0.13
H (1.7787, 2.4671, 4.4409)  0.12
H (0.2642, 4.4499, 4.2090)  0.10
H (-1.2146, 4.5975, 2.1711)  0.11
N (1.3914, 0.5049, -2.3623)  -0.44
P (2.6129, 0.0221, -1.2323)  0.99
C (3.9900, -0.1353, -2.4626)  -0.36
C (4.7368, -1.3063, -2.4779)  -0.11
C (5.7538, -1.4898, -3.4116)  -0.10
C (6.0187, -0.5010, -4.3436)  -0.10
C (5.2716, 0.6747, -4.3397)  -0.08
C (4.2691, 0.8564, -3.4040)  -0.08
C (3.1974, 1.5650, -0.4368)  -0.36
C (2.4983, 2.7649, -0.3683)  -0.10
C (3.0170, 3.8413, 0.3434)  -0.08
C (4.2309, 3.7278, 1.0002)  -0.09
C (4.9310, 2.5274, 0.9467)  -0.09
C (4.4146, 1.4566, 0.2386)  -0.11
P (0.3490, 1.7991, -2.8321)  1.04
C (1.0917, 2.0563, -4.5253)  -0.37
C (1.7746, 3.2515, -4.7316)  -0.12
C (2.4864, 3.4794, -5.9050)  -0.10
C (2.5167, 2.5080, -6.8936)  -0.11
C (1.8265, 1.3144, -6.7079)  -0.09
C (1.1191, 1.0964, -5.5368)  -0.09
C (-1.0896, 0.7763, -3.3700)  -0.36
C (-1.9842, 1.3644, -4.2633)  -0.10
C (-3.0852, 0.6708, -4.7359)  -0.09
C (-3.3147, -0.6362, -4.3240)  -0.10
C (-2.4437, -1.2296, -3.4254)  -0.08
C (-1.3469, -0.5260, -2.9426)  -0.13
H (1.2873, -0.2690, -3.0141)  0.04
H (4.5166, -2.0852, -1.7556)  0.09
H (6.3279, -2.4082, -3.4138)  0.10
H (6.8024, -0.6432, -5.0776)  0.09
H (5.4683, 1.4481, -5.0724)  0.10
H (3.6851, 1.7691, -3.4080)  0.09
H (1.5301, 2.8651, -0.8390)  0.05
H (2.4499, 4.7624, 0.3974)  0.11
H (4.6269, 4.5639, 1.5631)  0.10
H (5.8747, 2.4231, 1.4675)  0.10
H (4.9607, 0.5187, 0.2127)  0.11
H (1.7561, 4.0079, -3.9537)  0.10
H (3.0162, 4.4139, -6.0446)  0.10
H (3.0705, 2.6784, -7.8087)  0.09
H (1.8431, 0.5536, -7.4789)  0.10
H (0.5781, 0.1642, -5.4071)  0.11
H (-1.8115, 2.3827, -4.5949)  0.11
H (-3.7673, 1.1502, -5.4273)  0.10
H (-4.1741, -1.1824, -4.6922)  0.10
H (-2.6258, -2.2371, -3.0730)  0.11
H (-0.7129, -1.0142, -2.2141)  0.02
C (-4.6868, -1.8675, 2.3303)  -0.04
N (-3.3772, -1.5580, 2.8676)  -0.07
C (-3.2332, -1.1074, 4.1462)  -0.09
C (-2.0357, -0.7697, 4.6364)  0.00
C (-0.8637, -0.8724, 3.7633)  -0.50
O (0.2493, -0.5401, 4.1960)  -0.01
N (-1.0388, -1.3426, 2.4926)  0.04
C (-2.2558, -1.6770, 2.0219)  -0.59
O (-2.4548, -2.0871, 0.8638)  -0.10
H (-5.3496, -2.1504, 3.1485)  0.08
H (-4.5967, -2.6888, 1.6255)  0.08
H (-5.1148, -1.0133, 1.8002)  0.09
H (-4.1455, -1.0521, 4.7286)  0.12
H (-1.9130, -0.4228, 5.6508)  0.10

(2)
Density functional theory data (wB97M-V/def2-TZVPD) for a cluster of 2 separate species, C5H14N2S in total.

Properties
E, Ha: -706.55960
Highest occupied orbital energy, eV: -8.27
Total charge: 0
Energy relative to the best compared isomer or geometry (same formula, charge and spin), kcal/mol: 19.16
Structure (SMILES): C/C=C/N.NCCS

Each line ends with the Löwdin charge.
Geometry (Å):
C (1.1532, 2.2823, -0.5805)  -0.13
C (-0.1548, 1.8605, -1.2015)  -0.21
C (-1.4078, 2.1843, -0.7903)  -0.22
N (-2.5405, 1.7202, -1.5168)  0.01
H (0.9118, 2.9836, 0.2263)  0.07
H (1.7554, 1.4782, -0.1042)  0.06
H (1.7929, 2.8096, -1.3132)  0.07
H (-0.1447, 1.1754, -2.1064)  0.11
H (-1.6637, 2.8932, -0.0362)  0.10
H (-3.3602, 1.5305, -0.9544)  0.07
H (-2.2727, 0.9193, -2.0828)  0.07
N (-0.5832, -1.7965, -0.3699)  -0.02
C (0.7314, -2.0964, 0.2410)  -0.39
C (0.5503, -2.0259, 1.7575)  -0.59
S (2.1715, -2.4596, 2.5066)  0.63
H (-0.7759, -0.8040, -0.1882)  0.05
H (-0.4988, -1.9057, -1.3683)  0.05
H (1.4768, -1.3004, -0.0236)  0.10
H (1.0542, -3.1342, -0.0531)  0.12
H (0.2316, -1.0054, 2.0392)  0.07
H (-0.1736, -2.8103, 2.0699)  0.08
H (1.7466, -2.4989, 3.8489)  -0.12

(3)
Density functional theory data (wB97M-V/def2-TZVPD) for a structure of composition C15H13F5N7OsS2.

Properties
E, Ha: -2349.04823
Highest occupied orbital energy (spin up / spin down), eV: -8.45 / -8.46
Total charge: 0
Energy relative to the best compared isomer or geometry (same formula, charge and spin), kcal/mol: 33.82
Multiplicity: 2

Each line ends with the Mulliken spin population.
Geometry (Å):
Os (-1.2502, 0.3389, 0.4644)  0.85
C (3.8268, 1.5036, -2.9653)  0.00
C (2.3767, 1.2690, -3.3649)  0.00
N (1.4494, 2.1291, -2.6502)  0.00
C (0.9733, 1.8571, -1.4392)  -0.01
S (-0.8278, 2.6755, 0.6057)  0.09
N (1.4441, 0.7881, -0.8501)  0.00
N (0.7763, 0.2719, 0.2154)  0.01
C (1.4610, -0.4514, 1.0500)  -0.02
C (2.9314, -0.6778, 0.9622)  -0.01
C (0.6572, -1.0560, 2.0849)  0.02
C (1.1542, -1.8313, 3.1289)  0.00
C (0.2855, -2.3457, 4.0643)  0.00
C (-1.0752, -2.0753, 3.9433)  0.00
C (-1.5216, -1.3103, 2.8959)  0.00
N (-0.6720, -0.8021, 1.9745)  -0.03
H (4.4843, 0.8541, -3.5438)  0.00
H (3.9723, 1.2885, -1.9075)  0.00
H (4.1197, 2.5374, -3.1515)  0.00
H (2.0879, 0.2357, -3.1740)  0.00
H (2.2381, 1.4618, -4.4286)  0.00
H (1.1995, 3.0386, -3.0190)  0.00
H (3.3667, -0.0533, 0.1909)  0.00
H (3.1317, -1.7244, 0.7210)  0.00
H (3.4108, -0.4557, 1.9166)  0.00
H (2.2165, -2.0169, 3.1891)  0.00
H (0.6551, -2.9516, 4.8799)  0.00
H (-1.7920, -2.4622, 4.6527)  0.00
H (-2.5656, -1.0846, 2.7410)  0.00
S (-0.1455, 4.3329, -1.6704)  -0.01
C (0.0017, 2.9090, -0.8870)  0.00
N (-7.3558, 2.0645, 0.5971)  0.02
C (-6.5160, 1.3169, 0.8580)  -0.01
N (-5.6097, 0.4219, 1.2305)  0.05
C (-4.3801, 0.5071, 0.9915)  0.04
N (-3.2216, 0.4572, 0.7980)  -0.03
F (-0.2287, -2.2246, -0.6164)  0.00
C (-1.3816, -1.4740, -0.6236)  0.03
F (-2.3443, -2.2822, -0.0728)  0.01
C (-1.7538, -1.3008, -2.1032)  0.01
F (-0.8305, -0.5288, -2.7094)  0.00
F (-2.9358, -0.6911, -2.2214)  0.00
F (-1.8125, -2.4587, -2.7576)  0.00

(4)
Density functional theory data (wB97M-V/def2-TZVPD) for a cluster of 2 separate species, C7H7NO2 in total.

Properties
E, Ha: -476.00153
Highest occupied orbital energy, eV: -7.69
Total charge: 0
Energy relative to the best compared isomer or geometry (same formula, charge and spin), kcal/mol: 113.81
Structure (SMILES): CC(C)=NC1=C=C1.O=C=O

Each line ends with the Löwdin charge.
Geometry (Å):
C (1.8032, 1.8201, -0.9145)  -0.03
C (1.1429, 0.5366, -0.4486)  -0.35
C (1.4631, -0.8621, -0.6533)  -0.05
N (0.0269, 0.7343, 0.1983)  0.13
C (-1.0395, 1.0212, 0.7838)  -0.28
C (-1.6103, 1.2309, 2.1775)  -0.01
C (-2.4871, 1.2628, 1.1257)  -0.05
H (2.9757, 1.7217, -0.8023)  0.12
H (1.2903, 2.6807, -0.4151)  0.09
H (1.5806, 1.7892, -2.0057)  0.08
H (2.4070, -1.0175, -1.0535)  0.04
H (0.6940, -1.3177, -1.3772)  0.12
H (1.4289, -1.5786, 0.2435)  0.12
H (-3.4488, 1.3117, 0.6062)  0.08
O (-1.4301, -3.9149, 0.3305)  0.20
C (-2.0546, -3.0991, 0.8585)  -0.43
O (-2.7421, -2.3192, 1.3460)  0.21

(5)
Density functional theory data (wB97M-V/def2-TZVPD) for a structure of composition C43H48N2OP2SSi2Ti.

Properties
E, Ha: -4361.44015
Highest occupied orbital energy (spin up / spin down), eV: -9.96 / -9.92
Total charge: +1
Energy relative to the best compared isomer or geometry (same formula, charge and spin), kcal/mol: 29.19
Multiplicity: 2

Each line ends with the Mulliken spin population.
Geometry (Å):
Ti (-0.5401, -0.1411, 0.8891)  0.92
C (2.5411, 1.2564, 3.0794)  0.01
Si (1.3920, 1.2542, 1.5920)  0.00
C (2.5167, 0.5812, 0.1740)  0.01
C (3.4302, 1.4192, -0.4819)  0.00
C (4.4313, 0.9069, -1.2924)  0.00
C (4.5684, -0.4710, -1.4430)  0.00
C (3.6615, -1.3215, -0.8351)  0.00
C (2.6077, -0.8067, -0.0723)  -0.06
P (1.3711, -1.9070, 0.7138)  0.03
C (0.6158, -2.9824, -0.5751)  0.01
C (1.1789, -3.3176, -1.8008)  0.00
C (0.5110, -4.1738, -2.6683)  0.00
C (-0.7164, -4.7187, -2.3098)  0.00
C (-1.2870, -4.3859, -1.0903)  0.00
C (-0.6262, -3.5183, -0.2327)  0.01
C (2.3698, -3.1626, 1.5983)  0.00
C (2.9824, -2.7570, 2.7877)  0.00
C (3.7768, -3.6317, 3.5097)  0.00
C (3.9697, -4.9273, 3.0500)  0.00
C (3.3596, -5.3410, 1.8753)  0.00
C (2.5551, -4.4677, 1.1507)  0.00
C (1.0347, 3.0880, 1.2598)  0.00
C (1.9180, 4.0945, 1.6803)  0.01
C (1.6311, 5.4366, 1.4919)  0.00
C (0.4510, 5.8101, 0.8582)  0.00
C (-0.4317, 4.8373, 0.4248)  0.00
C (-0.1577, 3.4846, 0.6398)  -0.03
P (-1.2798, 2.1913, -0.0137)  0.06
C (-1.2847, 2.6594, -1.7893)  -0.01
C (-0.0850, 3.0404, -2.3873)  0.00
C (-0.0262, 3.2887, -3.7531)  0.00
C (-1.1638, 3.1499, -4.5372)  0.00
C (-2.3573, 2.7420, -3.9525)  0.00
C (-2.4155, 2.4910, -2.5874)  0.00
C (-2.9759, 2.6081, 0.5387)  -0.08
C (-3.6715, 3.7243, 0.0713)  0.00
C (-4.9690, 3.9720, 0.4885)  0.00
C (-5.5955, 3.1079, 1.3779)  0.00
C (-4.9205, 1.9930, 1.8460)  0.01
C (-3.6204, 1.7435, 1.4250)  0.02
H (3.5311, 1.6294, 2.8015)  0.00
H (2.6678, 0.2502, 3.4907)  0.00
H (2.1421, 1.8937, 3.8749)  0.00
H (3.3686, 2.4926, -0.3248)  0.00
H (5.1344, 1.5781, -1.7733)  0.00
H (5.3921, -0.8772, -2.0176)  0.00
H (3.7904, -2.3944, -0.9316)  0.00
H (2.1328, -2.9036, -2.0943)  0.00
H (0.9578, -4.4305, -3.6221)  0.00
H (-1.2185, -5.4117, -2.9750)  0.00
H (-2.2488, -4.7976, -0.8085)  0.00
H (-1.0760, -3.2512, 0.7141)  0.00
H (2.8406, -1.7423, 3.1412)  0.01
H (4.2435, -3.3056, 4.4321)  0.00
H (4.5898, -5.6159, 3.6118)  0.00
H (3.5055, -6.3528, 1.5167)  0.00
H (2.0802, -4.8160, 0.2468)  0.00
H (2.8523, 3.8174, 2.1613)  0.00
H (2.3268, 6.1932, 1.8350)  0.00
H (0.2285, 6.8572, 0.6936)  0.00
H (-1.3346, 5.1363, -0.0920)  0.00
H (0.8075, 3.1498, -1.7828)  0.00
H (0.9065, 3.6098, -4.2021)  0.00
H (-1.1255, 3.3760, -5.5963)  0.00
H (-3.2501, 2.6327, -4.5589)  0.00
H (-3.3450, 2.1594, -2.1415)  0.00
H (-3.2076, 4.3997, -0.6363)  0.00
H (-5.4982, 4.8385, 0.1111)  0.00
H (-6.6110, 3.3029, 1.6988)  0.00
H (-5.4085, 1.3105, 2.5311)  0.00
H (-3.1113, 0.8682, 1.7911)  0.01
C (-3.2161, -1.4210, 4.3236)  0.00
Si (-1.4937, -0.8625, 3.9361)  0.00
C (-0.1754, -2.0002, 4.5655)  0.00
C (-1.1866, 0.8636, 4.5468)  0.02
O (-1.3719, -0.8270, 2.2621)  0.00
H (-3.3540, -1.6240, 5.3910)  0.00
H (-3.4564, -2.3337, 3.7695)  0.00
H (-3.9351, -0.6473, 4.0334)  0.00
H (-0.2118, -2.1011, 5.6557)  0.00
H (0.8044, -1.5951, 4.2935)  0.00
H (-0.2614, -3.0012, 4.1279)  0.00
H (-1.2791, 0.9381, 5.6359)  0.00
H (-1.8927, 1.5716, 4.0988)  0.00
H (-0.1749, 1.1766, 4.2712)  -0.01
C (0.7666, -0.9638, -5.2384)  0.00
N (0.3868, -0.8096, -3.8357)  0.01
C (-0.7873, -1.0057, -3.2306)  0.02
S (-0.9595, -0.4361, -1.6387)  0.03
N (-1.8456, -1.5705, -3.8177)  0.00
C (-2.0115, -2.1011, -5.1696)  0.00
H (1.6174, -0.3133, -5.4219)  0.00
H (-0.0338, -0.6503, -5.9004)  0.00
H (1.0551, -1.9871, -5.4766)  0.00
H (1.0742, -0.4068, -3.2195)  0.00
H (-2.6573, -1.5749, -3.2245)  0.00
H (-1.1445, -2.6770, -5.4773)  0.00
H (-2.2034, -1.3154, -5.8997)  0.00
H (-2.8656, -2.7714, -5.1555)  0.00